135
Properties=species:S:1:pos:R:3:forces:R:3 method="wB97M-V/def2-TZVPD" molar_mass_da=782.0 de_lowest_ev=0.000 smiles="C[N+](=O)[O-].COCCOC.COCCOC.COCCOC.COCCOC.COCCOC.COCCOC.COCCOC.COCCOC" gap_ev=9.18 homo_energy_ev=-8.8 charge=0
C -0.4524 -0.4061 1.6530 -0.693 -0.057 -0.067
N -0.3378 -0.4434 0.1825 -0.215 1.146 0.175
O -1.0248 0.3729 -0.3935 -0.316 0.027 -0.687
O 0.4684 -1.1571 -0.3585 0.331 -0.735 -0.156
H -1.2832 0.2993 1.8395 0.377 -0.811 0.311
H 0.4812 0.0258 1.9725 0.293 0.043 0.429
H -0.5558 -1.4399 2.0094 -0.014 0.571 0.094
C 4.8644 -3.6220 1.1373 0.513 -1.163 0.161
O 3.4727 -3.8903 1.1351 0.709 0.741 0.016
C 2.7890 -2.6825 0.9884 -0.965 1.070 -1.366
C 2.5898 -1.8520 2.2403 -0.060 -1.065 0.380
O 1.4929 -2.2793 3.0050 -0.755 0.435 0.356
C 1.5454 -3.5427 3.6275 0.284 0.282 -0.256
H 5.2861 -4.6374 1.1496 0.406 0.507 0.003
H 5.1813 -3.0868 2.0486 -0.064 -0.098 -0.284
H 5.2369 -3.0666 0.2412 -0.540 -0.359 0.483
H 1.8334 -2.9065 0.5003 -0.037 -0.001 0.503
H 3.2830 -2.0361 0.2369 0.172 -0.188 0.159
H 2.3772 -0.8160 2.0787 -0.066 0.571 -0.755
H 3.5059 -1.8339 2.8267 0.341 -0.290 0.371
H 1.4047 -4.3372 2.8799 0.224 -0.037 0.348
H 0.7154 -3.5470 4.3431 0.306 -0.170 -0.050
H 2.5175 -3.6143 4.1370 -0.256 -0.488 0.043
C 0.5208 4.5844 2.5712 -0.715 -0.058 -0.672
O -0.7802 4.5410 1.9556 0.035 0.448 1.035
C -1.0014 3.4625 1.0692 0.786 -0.072 0.464
C -0.2014 3.6012 -0.2439 -0.566 -0.916 0.044
O -0.8348 4.4522 -1.1694 0.197 1.467 0.291
C -0.5686 5.8241 -0.8107 -0.829 0.130 -0.087
H 0.7707 3.6479 3.1128 -0.160 0.420 -0.357
H 0.5165 5.4393 3.2507 -0.079 -0.198 0.025
H 1.2182 4.8038 1.7648 0.589 -0.182 0.260
H -2.0861 3.4783 0.8864 0.382 -0.199 -0.261
H -0.7331 2.5393 1.6369 -0.122 0.169 -0.655
H -0.1900 2.6252 -0.7396 0.163 0.033 0.172
H 0.8392 3.9250 -0.0733 -0.243 -0.198 0.076
H 0.4987 6.0161 -0.8218 0.403 -0.017 -0.063
H -0.9410 6.0683 0.2012 0.073 -0.206 -0.461
H -1.0469 6.5134 -1.5309 0.134 -0.617 0.181
C 6.2539 5.5906 -0.1143 0.427 0.971 0.023
O 5.6117 4.3644 0.0625 0.027 -0.473 -1.087
C 5.0250 4.0413 -1.2093 -1.324 -0.916 0.705
C 4.4207 2.5951 -1.1914 0.763 0.137 0.129
O 3.4946 2.4247 -0.1030 0.216 -0.407 -0.782
C 3.2861 1.0323 0.2218 -0.140 1.704 -0.368
H 6.9543 5.8274 0.7095 -0.513 -0.327 -0.360
H 5.5499 6.4212 -0.2603 -0.236 -0.014 0.480
H 6.7771 5.5944 -1.0697 0.676 -0.092 0.002
H 5.7475 4.1900 -2.0484 -0.368 -0.434 0.571
H 4.1889 4.7475 -1.3674 0.186 -0.132 -0.132
H 5.2237 1.8557 -1.0260 0.100 0.318 -0.139
H 3.9876 2.3554 -2.1982 -0.031 0.280 0.831
H 4.1379 0.6085 0.7261 0.349 0.000 0.775
H 3.1486 0.4198 -0.6359 -0.300 -0.380 -1.194
H 2.3534 1.0253 0.7702 0.057 -0.192 0.523
C -0.6779 3.4116 6.0568 0.757 1.516 -0.499
O -0.6973 2.1254 6.5100 -0.130 -1.748 0.676
C -0.7842 1.1328 5.5219 0.093 0.079 -0.406
C 0.5394 0.5874 5.0370 0.502 0.255 0.573
O 1.2076 1.5496 4.2041 0.704 -0.163 0.805
C 2.6414 1.5200 4.3979 -0.718 -0.102 -0.628
H -1.0646 4.0174 6.8609 0.023 0.485 0.255
H -1.3148 3.5749 5.1866 -0.120 -0.078 -0.228
H 0.3497 3.7408 5.7897 -0.465 -0.010 0.097
H -1.2437 1.5559 4.6347 -0.409 0.111 -0.338
H -1.4513 0.3374 5.8727 0.320 -0.038 0.073
H 0.3086 -0.2763 4.4309 0.148 -0.664 -0.097
H 1.2154 0.3176 5.8880 -0.620 0.033 -0.547
H 3.0457 0.5705 4.0289 0.020 0.031 -0.270
H 2.9197 1.5160 5.4720 -0.192 0.700 -0.505
H 3.0217 2.3543 3.7658 0.051 -0.537 0.861
C -6.7426 -0.5812 -6.4474 1.335 0.788 -0.430
O -5.6537 -0.0865 -5.6404 -0.440 0.086 -0.586
C -6.0212 0.0312 -4.2941 0.462 -0.572 0.667
C -4.8007 0.2660 -3.3804 -0.400 0.327 -1.499
O -3.8736 -0.7920 -3.5207 -0.548 -0.481 0.781
C -2.8481 -0.6924 -2.5469 -0.385 0.267 -0.453
H -6.3532 -0.5605 -7.4907 -0.312 -0.251 0.725
H -7.5811 0.1316 -6.4175 -0.073 -0.445 0.210
H -6.9984 -1.6080 -6.1499 -0.209 0.315 -0.063
H -6.4299 -0.9300 -3.9965 -0.481 -0.276 0.323
H -6.7819 0.8184 -4.1322 0.266 -0.126 -0.036
H -5.2019 0.4259 -2.3437 0.695 -0.080 -0.663
H -4.2619 1.1126 -3.8224 -0.304 0.675 0.726
H -3.2566 -0.7735 -1.5435 -0.181 0.213 0.363
H -2.3138 0.2657 -2.6499 0.061 -0.366 0.107
H -2.2111 -1.5517 -2.6816 0.458 -0.008 -0.204
C -2.2966 -3.0934 4.1012 1.357 -0.250 0.244
O -2.6119 -1.7187 3.9212 -0.879 -0.837 -0.012
C -3.7189 -1.5511 3.0287 0.086 0.706 0.212
C -4.2646 -0.1354 3.2515 -0.478 -1.779 0.499
O -3.3401 0.8397 2.9229 -0.089 0.715 -0.032
C -3.8352 2.0782 3.4275 1.572 0.945 -0.993
H -1.4789 -3.3218 3.4127 0.088 -0.290 -0.031
H -3.0794 -3.8226 3.9088 -0.584 0.334 -0.178
H -1.9308 -3.3393 5.1252 -0.246 0.733 -0.532
H -4.5221 -2.2763 3.3016 0.449 0.420 -0.388
H -3.4284 -1.6672 1.9469 -0.097 -0.120 0.849
H -4.5055 -0.0261 4.3207 -0.127 -0.246 -0.078
H -5.2195 -0.0934 2.6907 0.299 0.449 -0.041
H -3.7348 2.1809 4.5202 0.076 -0.179 -0.303
H -4.8537 2.1914 3.1347 -1.036 0.110 -0.047
H -3.2776 2.8865 2.8854 -0.273 -0.627 0.793
C 0.3053 -5.3188 -5.1807 0.480 -1.832 -0.871
O -0.5822 -4.6386 -4.4156 -0.954 1.864 2.321
C -0.6657 -5.1558 -3.0706 0.860 -0.400 -1.244
C -1.3183 -4.1553 -2.1591 1.421 0.763 0.280
O -1.6537 -4.7089 -0.9180 -0.622 0.808 1.007
C -2.2433 -3.6880 -0.0662 0.460 -0.142 -1.161
H 1.3473 -5.3651 -4.7637 -0.696 0.280 -0.402
H 0.2418 -4.8356 -6.1588 0.536 -0.291 -0.004
H -0.0738 -6.3788 -5.2738 0.626 0.547 -0.212
H 0.3619 -5.3543 -2.7199 -0.307 -0.196 0.001
H -1.2045 -6.0909 -3.2356 -0.180 -0.212 0.925
H -2.1676 -3.7612 -2.6493 -1.241 0.530 -0.606
H -0.6070 -3.3034 -1.9660 -0.421 -0.531 -0.432
H -1.6244 -2.7779 0.0376 0.287 -0.530 -0.134
H -2.3776 -4.1367 0.8923 -0.192 -0.290 0.627
H -3.1932 -3.3086 -0.4647 -0.073 -0.402 -0.063
C 3.8320 -0.3175 -4.2244 0.306 0.959 0.518
O 2.8085 0.4677 -3.6433 -0.330 0.443 -0.490
C 1.7175 -0.2630 -3.1594 -0.328 -0.442 1.764
C 0.7021 -0.7969 -4.1034 0.697 -0.349 -1.736
O 1.2944 -1.7444 -5.0033 -0.946 0.035 -1.320
C 0.4357 -1.8696 -6.1845 1.049 -1.529 0.499
H 4.1104 -1.1108 -3.5519 -0.118 -0.845 0.133
H 4.7088 0.3179 -4.2593 0.170 0.321 -0.208
H 3.5962 -0.6484 -5.2176 -0.214 -0.438 -0.351
H 1.0966 0.3841 -2.4838 0.951 -0.338 -0.256
H 2.1231 -1.1236 -2.5837 -0.296 0.342 0.074
H 0.2835 0.0269 -4.6901 -0.196 0.063 0.044
H -0.0731 -1.3297 -3.5823 -0.578 0.107 0.603
H -0.5723 -2.2452 -5.9289 0.369 0.253 0.102
H 0.8899 -2.6128 -6.9090 -0.269 0.852 1.013
H 0.3813 -0.9151 -6.6691 -0.189 0.604 -0.349